[1]
{"formula": "C42H49BrNNiOP2S", "method": "wB97M-V/def2-TZVPD", "e_homo_ev": [-9.9, -9.9], "total_charge": 1, "lumo_energy_ha": [-0.131, -0.131], "e_tot_ha": -6922.899364, "multiplicity": 1, "elements": ["C", "C", "H", "N", "P", "C", "C", "H", "H", "O", "H", "H", "C", "H", "C", "C", "H", "H", "H", "H", "C", "H", "C", "H", "C", "C", "H", "C", "C", "H", "C", "C", "H", "H", "Br", "H", "H", "C", "H", "C", "C", "H", "H", "H", "C", "H", "H", "H", "H", "H", "H", "H", "H", "H", "H", "C", "S", "H", "H", "H", "C", "C", "C", "C", "H", "H", "Ni", "H", "H", "C", "C", "C", "C", "C", "C", "C", "C", "H", "H", "C", "C", "H", "C", "H", "C", "C", "H", "H", "H", "H", "H", "C", "H", "C", "C", "C", "C", "P"], "xyz": [[3.963, 2.375, -0.245], [-1.691, -3.434, 0.281], [2.914, -0.669, -2.727], [0.562, 2.827, -1.237], [1.615, 1.521, -1.382], [-0.790, -2.354, 0.399], [0.159, -2.432, 1.435], [0.194, 4.598, -5.053], [0.199, 6.645, -2.907], [-0.796, -1.334, -0.443], [-4.184, -4.617, 0.561], [5.751, 3.138, 0.650], [-0.606, -4.549, 2.200], [-4.785, 1.462, -2.880], [-2.743, 3.885, -0.660], [-4.149, -3.716, -0.052], [-5.622, 3.741, -2.426], [-0.077, 3.910, 4.998], [-0.525, 4.155, -2.440], [0.132, -1.650, -5.820], [5.229, 2.934, -0.274], [-0.583, 1.757, -3.341], [0.899, -6.354, 3.049], [0.032, -4.461, 4.876], [-2.261, 2.604, -0.931], [-0.346, 0.088, -4.657], [1.061, 5.483, -6.315], [1.216, 6.327, -2.668], [1.210, 0.640, -2.906], [-1.697, -4.783, 4.724], [-3.949, 4.291, -1.205], [1.608, -1.274, -4.314], [-2.047, 2.567, 4.344], [1.362, 3.780, 0.971], [1.361, -0.942, 1.599], [-1.417, -7.622, 3.601], [-4.329, 5.282, -0.998], [0.519, 3.940, -2.193], [3.385, 2.189, -3.594], [0.035, 0.909, -3.609], [-1.448, 2.409, 2.296], [1.725, 7.191, -2.243], [-3.777, -2.579, -2.407], [-2.556, -6.426, 2.992], [1.215, 5.182, -1.661], [0.725, 5.504, -0.736], [1.687, -5.638, 3.285], [2.248, 4.926, -1.405], [1.006, 3.613, -3.115], [-2.182, 4.553, -0.016], [-1.259, 0.297, -5.199], [-1.556, -4.733, -2.118], [-0.069, 6.347, -5.272], [-4.956, -3.782, -0.784], [-3.157, -1.441, -1.202], [-2.996, 1.729, -1.731], [2.066, 5.934, -4.225], [-1.425, -7.226, 1.886], [-2.313, 1.816, 2.019], [2.218, -2.124, -4.588], [-4.676, 3.420, -2.008], [5.827, 3.227, -1.494], [0.765, 3.920, 3.027], [0.272, -3.476, 2.319], [-4.345, -2.860, 0.597], [1.032, -3.453, 3.089], [0.337, 0.074, -0.365], [-0.605, -6.044, 5.314], [0.996, -7.193, 3.741], [0.670, 5.547, -5.301], [-0.496, -5.725, 3.171], [-4.206, 2.141, -2.268], [-2.529, -4.804, -1.628], [-0.488, 2.747, 1.343], [-0.703, -5.219, 4.606], [3.903, 2.394, -2.665], [-0.192, 3.583, 3.974], [-2.541, -5.718, -1.033], [-2.624, 0.726, -1.916], [-2.942, -2.368, -1.734], [-1.552, -4.488, 1.185], [5.638, 3.190, -3.632], [0.437, -1.005, -5.005], [1.624, 4.515, 3.311], [3.298, 2.111, -1.442], [-1.299, 2.829, 3.607], [-3.295, -4.900, -2.401], [-2.237, -5.316, 1.083], [1.072, -6.723, 2.037], [-2.047, -2.213, -2.334], [6.816, 3.665, -1.514], [0.622, 3.502, 1.712], [3.493, 2.138, 0.704], [-2.801, -3.555, -0.773], [-1.538, -6.807, 2.888], [5.169, 2.957, -2.686], [1.998, -0.454, -3.266], [-0.664, 2.069, -0.320]], "forces_ev_per_angstrom": [[0.005, -0.031, 0.051], [0.154, 0.120, 0.139], [-0.006, -0.004, 0.014], [0.027, -0.295, -0.360], [-0.613, -0.210, -0.077], [0.092, -0.110, 0.253], [-0.216, -0.064, -0.121], [0.002, 0.002, 0.021], [0.004, -0.008, -0.012], [-0.156, 0.474, -0.137], [0.006, 0.007, 0.007], [0.001, -0.002, -0.002], [0.030, -0.036, 0.050], [0.000, -0.003, 0.003], [0.030, -0.002, 0.025], [-0.014, -0.003, -0.017], [0.002, -0.001, 0.001], [0.004, -0.003, -0.001], [-0.018, -0.005, 0.036], [-0.005, 0.003, -0.002], [0.002, 0.000, 0.017], [-0.014, -0.019, 0.013], [0.009, -0.001, 0.015], [0.005, -0.004, 0.000], [0.004, -0.175, -0.135], [-0.011, -0.029, -0.017], [0.016, -0.010, 0.005], [-0.008, -0.046, 0.009], [0.296, 0.075, -0.218], [-0.002, 0.000, -0.008], [0.002, 0.014, 0.017], [0.057, -0.003, 0.008], [0.003, 0.001, 0.001], [0.003, -0.039, 0.020], [0.024, -0.197, -0.170], [0.004, 0.003, 0.004], [0.006, 0.000, 0.001], [0.007, 0.196, 0.161], [0.009, -0.003, 0.013], [0.035, 0.030, -0.001], [0.008, -0.032, -0.007], [0.015, -0.010, 0.000], [0.000, 0.003, 0.002], [0.000, 0.004, 0.002], [-0.035, 0.010, -0.006], [-0.008, 0.030, -0.016], [0.000, 0.002, 0.002], [-0.006, -0.021, 0.000], [0.011, 0.033, -0.006], [-0.005, 0.001, -0.004], [0.006, 0.007, -0.008], [-0.001, 0.010, -0.006], [0.015, 0.009, 0.004], [0.001, -0.011, 0.001], [-0.019, -0.025, 0.016], [0.038, -0.016, 0.014], [0.023, 0.052, -0.010], [0.005, -0.002, 0.001], [0.006, -0.002, -0.019], [0.002, 0.000, 0.007], [-0.024, 0.001, -0.009], [0.008, 0.007, -0.008], [0.001, 0.010, 0.003], [0.022, -0.023, 0.028], [0.001, 0.009, -0.008], [-0.001, -0.002, -0.001], [0.202, 0.428, 0.252], [-0.008, -0.001, -0.006], [-0.004, 0.001, -0.004], [-0.037, -0.019, -0.024], [0.008, 0.020, 0.002], [0.008, -0.024, 0.004], [-0.021, 0.006, -0.018], [-0.158, 0.016, 0.057], [0.014, -0.006, 0.012], [-0.048, 0.045, -0.019], [0.005, 0.006, -0.004], [0.012, 0.006, 0.005], [0.003, 0.016, -0.001], [0.008, 0.019, 0.011], [-0.025, 0.014, -0.009], [0.005, -0.002, 0.002], [-0.042, 0.014, -0.007], [-0.005, 0.001, 0.003], [0.020, -0.064, 0.036], [-0.008, 0.010, 0.031], [-0.005, -0.004, 0.006], [-0.002, -0.003, -0.005], [-0.008, 0.000, -0.003], [0.011, -0.006, 0.003], [0.000, -0.002, -0.001], [-0.043, 0.019, -0.025], [0.002, 0.012, -0.014], [-0.034, -0.035, -0.040], [-0.004, -0.003, -0.010], [0.002, 0.005, 0.009], [-0.007, -0.019, -0.019], [0.322, -0.113, 0.198]], "mulliken_charge": [-0.1393, -0.5397, 0.4979, -0.4822, 0.4691, 0.6458, 0.1238, 0.1264, 0.4433, -1.2690, 0.3238, 0.4500, -0.1979, 0.4958, -0.5623, -1.7590, 0.4168, 0.4136, 0.7500, 0.4380, -0.7924, 0.3814, -1.6224, 0.3209, 0.5850, -0.8231, 0.3757, -1.0901, 0.5041, 0.3711, -0.7503, -0.7360, 0.4421, 0.4179, -0.1503, 0.4333, 0.4464, -0.7641, 0.4287, -0.4043, -0.6711, 0.4841, 0.6698, 0.3912, -0.5098, 0.2935, 0.3251, 0.2172, 0.2770, 0.4628, 0.4854, 0.3695, 0.2825, 0.4814, 0.4239, 0.1025, -0.0947, 0.3944, 0.4728, 0.4470, -0.6183, -0.4879, -1.0084, -0.1427, 0.3876, 0.4483, -0.3163, 0.4451, 0.4440, -0.7092, 1.7905, -0.8247, -1.7385, 0.6442, -1.6174, -0.3204, -0.5475, 0.3521, 0.4257, -2.4483, -0.1969, 0.4349, -0.5944, 0.4604, 1.0644, -0.6824, 0.4601, 0.2632, 0.3743, 0.3287, 0.4147, -0.2178, 0.3961, 2.4837, -2.0320, -0.8400, -0.3329, 1.5352]}

[2]
{"formula": "C29H53BN2O3", "method": "wB97M-V/def2-TZVPD", "e_homo_ev": [-8.4, -8.9], "lumo_energy_ha": [0.027, 0.003], "e_tot_ha": -1496.757447, "multiplicity": 3, "de_lowest_kcal_mol": 0.0, "elements": ["H", "H", "C", "B", "C", "H", "H", "H", "H", "H", "H", "H", "C", "H", "H", "C", "H", "C", "H", "H", "C", "H", "H", "C", "C", "H", "H", "H", "H", "H", "C", "H", "H", "C", "H", "H", "C", "H", "C", "C", "H", "H", "C", "C", "H", "C", "H", "H", "H", "H", "C", "H", "O", "C", "C", "H", "H", "H", "C", "C", "H", "H", "H", "H", "H", "N", "N", "H", "H", "H", "C", "C", "C", "H", "C", "C", "C", "H", "C", "H", "H", "O", "H", "O", "H", "C", "H", "H"], "xyz": [[1.366, 6.634, -3.576], [4.083, -2.958, -0.235], [-2.727, -1.880, 0.018], [1.570, -2.463, -1.745], [-2.202, 4.258, -4.964], [-1.687, -3.845, 2.505], [4.576, 0.606, -1.783], [5.224, -2.458, 1.034], [-2.308, -0.540, 4.272], [-1.553, -0.894, 2.234], [-0.955, 6.005, -0.684], [-1.307, -5.659, 5.825], [-0.043, 6.015, -1.283], [-1.473, 1.098, -0.885], [3.829, -0.432, 0.427], [-0.727, -0.792, -1.502], [0.029, -0.294, -2.099], [0.861, 5.030, -4.921], [-2.474, 2.074, -3.408], [-3.539, -2.290, 0.613], [0.146, -3.063, -2.118], [1.851, 4.965, -5.377], [-0.453, -4.080, 7.599], [1.262, -4.661, 5.805], [4.634, -0.813, -0.209], [0.275, 5.695, -5.561], [0.942, 2.950, -4.410], [-0.636, -5.600, 4.210], [4.873, -1.015, -2.398], [-3.128, 4.349, -4.395], [2.765, -0.493, -1.970], [0.078, 3.275, -5.896], [0.692, 5.374, -0.799], [-1.545, 2.147, -3.976], [2.504, 0.380, -2.580], [-2.302, 6.507, -2.977], [0.231, 3.639, -4.877], [-0.796, 1.527, -3.487], [-1.096, 3.600, -4.115], [-1.044, -2.263, 3.827], [-0.044, -3.105, -3.195], [-3.273, 0.141, 0.503], [-0.857, -2.154, -1.394], [-1.605, 0.020, -0.817], [2.224, -0.351, -1.026], [-0.676, -1.404, 2.618], [-3.001, -5.140, 4.056], [-0.275, -1.991, 1.792], [-1.523, -2.970, 6.803], [0.060, -0.643, 2.887], [-1.871, -2.716, -0.645], [0.361, 7.027, -1.263], [2.325, -1.710, -2.615], [-2.060, -3.321, 3.391], [4.927, -2.305, -0.008], [-2.933, -3.906, 5.290], [0.059, -4.056, -1.663], [1.646, -5.242, 4.967], [-2.363, -4.357, 4.473], [-1.268, 6.694, -3.271], [-1.720, 1.708, -4.959], [1.748, 5.038, -2.971], [-0.993, 7.670, -2.869], [1.950, -2.665, -0.630], [-2.989, -2.832, 3.086], [0.171, -2.872, 4.451], [-1.000, 4.264, -2.781], [0.156, -2.507, 7.098], [-2.012, -3.788, -0.562], [5.561, -0.276, 0.023], [-2.601, -0.513, -0.041], [-1.073, -4.981, 5.001], [0.988, 5.611, -3.513], [-1.228, 6.802, -4.353], [-0.326, 5.596, -2.726], [-0.046, -3.944, 5.466], [4.277, -0.447, -1.680], [-2.415, 3.648, -5.843], [-1.713, -1.278, 4.812], [5.750, -2.607, -0.664], [1.101, -5.359, 6.627], [0.928, -3.348, 3.505], [-1.938, 5.241, -5.347], [-0.390, 3.457, -1.961], [-0.966, -0.728, 5.386], [-0.498, -3.331, 6.807], [2.032, -3.951, 6.112], [-2.402, -1.757, 5.506]], "forces_ev_per_angstrom": [[-0.147, 0.052, 0.131], [-0.035, 0.152, 0.084], [-1.277, -0.345, 0.756], [-0.342, -0.530, -0.473], [0.000, 0.354, -0.078], [0.144, 0.080, 0.023], [-0.066, -0.138, -0.220], [-0.002, -0.251, -0.169], [0.069, -0.077, -0.148], [-0.126, -0.041, 0.227], [0.003, -0.030, -0.026], [0.143, 0.080, 0.095], [0.098, -0.551, 0.363], [-0.086, -0.086, -0.004], [0.190, -0.155, 0.168], [-0.188, 0.719, 0.143], [0.105, -0.378, -0.089], [-0.074, -0.009, 0.070], [0.034, 0.014, 0.025], [0.118, -0.085, -0.057], [0.426, 0.081, 0.279], [-0.017, 0.021, -0.009], [0.097, -0.086, -0.109], [0.368, -0.004, -0.536], [0.355, -0.381, -1.170], [-0.027, -0.006, 0.026], [-0.099, -0.004, 0.126], [0.115, 0.117, -0.015], [-0.237, -0.076, 0.007], [0.041, 0.008, 0.041], [1.043, 0.062, 0.068], [-0.176, -0.054, 0.056], [-0.118, -0.123, -0.040], [0.202, -0.271, 0.587], [-0.187, -0.461, -0.332], [0.017, -0.054, -0.019], [0.514, 0.265, 0.191], [-0.028, 0.098, 0.107], [-1.387, -0.095, -1.445], [-1.062, 1.622, 0.359], [-0.067, -0.023, 0.122], [-0.003, -0.112, -0.022], [1.208, -1.392, -1.196], [0.244, 1.190, -0.024], [0.075, -0.052, -0.082], [0.743, -0.229, -0.154], [-0.011, 0.016, 0.022], [0.102, -0.035, 0.099], [0.038, 0.066, -0.060], [0.022, -0.058, 0.043], [-0.085, -0.035, 0.154], [-0.067, 0.020, -0.193], [-0.714, 0.572, 0.633], [0.040, -0.632, 0.067], [-0.044, 0.287, 0.255], [0.031, 0.021, 0.004], [-0.044, -0.005, -0.323], [-0.003, 0.150, -0.069], [0.074, 0.063, 0.011], [-0.131, 0.012, -0.279], [0.006, 0.207, -0.085], [-0.125, -0.059, 0.092], [0.117, -0.089, 0.094], [0.035, 0.304, 0.175], [0.100, 0.181, 0.016], [-0.221, -1.888, -1.816], [2.447, -1.070, 0.187], [-0.002, 0.006, -0.061], [0.217, 0.026, -0.132], [-0.219, 0.034, 0.229], [-0.331, 0.488, 0.011], [-0.303, 0.005, -0.497], [0.253, -0.453, -0.326], [-0.066, -0.093, 0.003], [-0.611, 1.871, -0.054], [-0.094, -0.057, 1.951], [-0.246, 0.594, 0.869], [0.083, -0.125, 0.086], [-0.120, -0.068, 0.288], [-0.021, 0.044, 0.154], [-0.169, 0.096, 0.037], [0.418, 0.557, 0.334], [-0.007, 0.022, 0.090], [-0.736, 0.075, 0.294], [0.021, -0.055, 0.003], [-0.298, 0.195, 0.034], [-0.026, 0.017, -0.037], [0.095, -0.025, 0.055]], "mulliken_charge": [0.3552, 0.1850, -0.0957, 0.7935, -1.9222, 0.3147, 0.3589, 0.3192, 0.4966, 0.2910, 0.4481, 0.3991, -1.9521, 0.4906, 0.2698, -0.2872, 0.5532, -0.5642, 0.5301, 0.3608, -1.2922, 0.4086, 0.4574, -1.8653, -0.4634, 0.3215, 0.0582, 0.3794, 0.3475, 0.3793, -0.0329, 0.4340, 0.3638, -1.6016, 0.0712, 0.3580, -1.0067, -0.0945, 1.9418, 1.8810, 0.2626, 0.4882, 1.0490, -0.3913, 0.2764, -1.8499, 0.4152, 0.3416, 0.2949, 0.5145, -0.7262, 0.4675, -0.5723, -0.7870, -1.0719, 0.3681, 0.2670, 0.3606, -0.8081, -1.7600, 0.4767, 0.3907, 0.4797, -0.2698, 0.2931, 0.4165, 0.4040, 0.3684, 0.3967, 0.3680, -1.1792, -1.2699, -1.2594, 0.2996, 1.7974, 1.6950, -0.8101, 0.4533, -1.9779, 0.3428, 0.4323, -0.6013, 0.3434, -0.5457, 0.3570, -1.7086, 0.4479, 0.3306]}